{"formula": "C4H8N4", "method": "ωB97M-V/def2-TZVPD", "homo_lumo_gap_ev": 7.78, "total_charge": 0, "relative_energy_ev": 4.613, "elements": ["C", "C", "C", "C", "N", "N", "N", "N", "H", "H", "H", "H", "H", "H", "H", "H"], "positions_angstrom": [[-0.284, -1.723, 0.672], [-1.098, 0.653, 0.467], [0.767, 0.671, -0.500], [-0.743, -0.590, -0.228], [1.774, 0.591, 0.423], [-1.465, 1.757, 0.760], [0.703, 1.237, -1.611], [-1.328, -0.906, -1.356], [1.755, -0.150, 1.103], [2.686, 0.943, 0.159], [-2.265, 1.984, 1.339], [1.559, 1.692, -1.930], [-1.510, -0.097, -1.946], [0.029, -1.394, 1.666], [-1.115, -2.415, 0.793], [0.535, -2.253, 0.188]]}